[1]
C16H14N6O | ωB97M-V/def2-TZVPD

Element x y z (Å)
N  -4.062  -1.663  1.651
C  -2.887  -1.523  1.734
C  -1.446  -1.400  1.996
C  -0.916  -2.553  2.869
O  -1.356  -2.576  4.019
N  0.269  -3.283  2.423
C  0.864  -2.873  1.286
C  2.034  -3.482  1.064
N  2.815  -3.428  -0.038
C  2.473  -2.360  -0.838
C  1.316  -1.618  -0.696
C  0.398  -1.906  0.454
C  -0.777  -1.193  0.695
N  -1.226  -0.083  -0.054
C  -1.780  -0.319  -1.438
C  -1.873  1.139  -1.991
C  -1.138  2.046  -0.961
N  -1.809  3.358  -0.893
C  -2.318  4.042  -1.950
C  -2.505  5.285  -1.532
C  -2.094  5.277  -0.168
N  -1.540  4.202  0.172
C  -1.225  1.296  0.306
H  -1.273  -0.503  2.637
H  2.330  -4.040  1.868
H  3.055  -2.395  -1.789
H  0.963  -0.925  -1.376
H  -2.741  -0.775  -1.311
H  -1.166  -0.929  -2.129
H  -2.891  1.430  -2.075
H  -1.231  1.389  -2.943
H  -0.070  2.126  -1.194
H  -2.563  3.743  -2.984
H  -2.921  6.116  -2.100
H  -2.056  6.229  0.374
H  -0.434  1.653  0.906
H  -2.160  1.449  0.861

Summary:
LUMO energy   -0.0917 hartree
SMILES   N#C[C@H]1C(=O)N=c2cnccc2=C1N1CC[C@@H](n2cccn2)C1
Charge   0


[2]
C16H15BrMnTe | ωB97M-V/def2-TZVPD

Element x y z (Å)
C  2.967  1.290  1.185
C  1.783  1.795  1.796
C  0.837  0.709  1.901
H  1.626  2.813  2.099
C  1.462  -0.475  1.355
C  2.770  -0.113  0.916
H  3.496  -0.792  0.482
H  3.875  1.845  1.002
H  -0.174  0.752  2.277
H  1.001  -1.448  1.250
Mn  1.277  1.065  -0.117
Br  -0.702  2.369  -0.229
C  1.235  1.340  -3.055
C  2.155  0.375  -2.563
C  3.014  1.021  -1.618
H  2.170  -0.697  -2.789
C  2.589  2.417  -1.530
C  1.520  2.597  -2.451
H  1.008  3.539  -2.641
H  0.408  1.120  -3.730
H  4.002  0.655  -1.330
H  3.161  3.208  -1.030
Te  -1.094  -0.720  -1.207
C  -2.499  -1.478  0.105
C  -2.260  -2.779  0.613
C  -3.292  -3.435  1.290
C  -4.532  -2.805  1.483
C  -4.748  -1.502  1.012
C  -3.734  -0.814  0.339
H  -1.293  -3.235  0.412
H  -3.125  -4.457  1.661
H  -5.332  -3.337  2.005
H  -5.717  -1.016  1.163
H  -3.853  0.194  -0.054

Summary:
Expectation value of S²   3.8576
LUMO energy (alpha / beta)   -0.0205 / -0.0535 hartree
Charge   0
Spin multiplicity   4